[1]
An isolated ion of composition C5H11N2O and charge +1, computed with the ωB97M-V functional and the def2-TZVPD basis.

Results
HOMO energy in eV: -11.65
Net charge: +1
Electronic energy in eV: -10381.866
ΔE to the lowest compared entry with this formula, charge and spin in kJ/mol: 360.80
Gap between HOMO and LUMO in Eh: 0.299
LUMO level in Ha: -0.1295

Positions of all 19 atoms, in Å:
N  2.7143  0.3463  -2.0489
C  1.8935  0.0496  -0.9518
C  0.8252  0.8747  -0.6107
C  0.0869  0.5223  0.5966
C  -1.0463  -0.3957  0.2982
N  -1.2734  -1.2370  1.7124
C  -2.3815  0.2042  -0.0400
O  -3.4240  0.1518  0.5739
H  2.8221  1.3007  -2.3485
H  3.5760  -0.1608  -2.2706
H  1.9699  -0.8811  -0.4734
H  0.6818  1.8922  -1.0787
H  0.8259  0.2345  1.2202
H  -0.0972  1.5259  1.0285
H  -0.9862  -1.0753  -0.6567
H  -2.1997  -1.0234  2.2088
H  -0.6678  -0.9014  2.4063
H  -1.0755  -2.1638  1.4223
H  -2.2443  0.7363  -0.9879

---

[2]
A 2-piece molecular cluster, C5H11N2O overall, computed with the ωB97M-V functional and the def2-TZVPD basis.

Results
HOMO energy (spin up / spin down) in eV: -13.17 / -14.43
⟨S²⟩: 2.012
Net charge: +1
Multiplicity: 3
Electronic energy in eV: -10377.642
ΔE to the lowest compared entry with this formula, charge and spin in kJ/mol: 441.69
Gap between HOMO and LUMO (spin up / spin down) in Eh: 0.357 / 0.254
LUMO level (spin up / spin down) in Ha: -0.1275 / -0.2762

Positions of all 19 atoms, in Å:
C  1.2324  1.2301  1.0824
C  1.0452  0.3287  0.1816
C  1.9930  -0.5697  -0.4279
C  -0.8807  -0.8219  -1.3760
C  -0.4683  0.2758  -0.5204
N  -0.8963  1.3643  -0.8299
N  -1.6687  -0.3969  1.3444
O  -1.4049  2.3891  -0.8969
H  0.4563  1.9258  1.2298
H  2.0862  1.5831  1.5737
H  3.0919  -0.1224  -0.4064
H  1.7847  -0.6925  -1.4645
H  2.0219  -1.5393  -0.0470
H  0.0231  -1.1791  -1.8812
H  -1.2291  -1.6378  -0.6853
H  -1.6696  -0.5407  -2.0664
H  -1.2195  -1.2674  1.8116
H  -2.6792  -0.6600  1.3481
H  -1.6183  0.3308  2.0303

---

[3]
One molecule with the formula C5H11N2O2P, computed with the ωB97M-V functional and the def2-TZVPD basis.

Results
HOMO energy in eV: -9.63
Net charge: 0
Electronic energy in eV: -21725.937
ΔE to the lowest compared entry with this formula, charge and spin in kJ/mol: 54.28
Gap between HOMO and LUMO in Eh: 0.393
LUMO level in Ha: 0.0386

Positions of all 21 atoms, in Å:
C  0.3664  -1.8448  1.5094
O  0.7842  -0.5654  1.4581
P  0.3040  0.4691  0.3339
O  0.4719  1.8518  0.7851
N  1.0121  -0.0975  -1.0582
C  2.4122  0.2038  -1.3866
C  1.2248  0.6760  -2.1891
N  -1.2434  -0.1136  0.1492
C  -2.2608  0.2030  1.1303
C  -2.2316  0.9119  -0.1749
H  0.9583  -2.3638  0.8790
H  -0.7252  -1.9981  1.4951
H  0.5264  -2.3028  2.5274
H  2.9719  -0.6692  -1.7688
H  3.0386  1.0083  -0.7806
H  1.0419  1.7519  -2.1210
H  1.0899  0.3175  -3.1493
H  -2.0073  0.6810  2.0190
H  -2.8809  -0.5832  1.3096
H  -3.0058  0.4798  -0.9478
H  -1.8474  1.9840  -0.0198

---

[4]
C5H11N2O3 as an isolated structure, computed with the ωB97M-V functional and the def2-TZVPD basis.

Results
HOMO energy in eV: -14.54
Net charge: +1
Electronic energy in eV: -14478.126
ΔE to the lowest compared entry with this formula, charge and spin in kJ/mol: 180.49
Gap between HOMO and LUMO in Eh: 0.401
LUMO level in Ha: -0.1334

Positions of all 21 atoms, in Å:
C  1.2748  -1.6427  -2.5225
C  0.4022  -0.1369  -1.5848
C  -1.3960  0.0093  0.2684
C  0.7683  0.8354  0.9802
C  0.0915  -0.1885  0.1300
N  0.1953  1.1149  -2.1796
N  0.5162  -1.5388  0.5048
O  1.6612  -2.5579  -3.1416
O  1.8265  -0.6719  -1.7745
O  -0.1029  -1.2702  -2.2455
H  -1.5021  0.2159  1.3078
H  -2.0201  -0.8163  -0.1504
H  -1.5765  0.9904  -0.3634
H  0.2978  0.5710  1.9599
H  1.9064  0.7502  0.9599
H  0.4381  1.8204  0.5614
H  0.1892  1.8704  -1.5414
H  -0.0927  1.2752  -3.1624
H  0.3734  -1.4211  1.4893
H  1.5709  -1.5447  0.2031
H  -0.1776  -2.1444  0.0967

---

[5]
A 2-piece molecular cluster, C5H11N3 overall, computed with the ωB97M-V functional and the def2-TZVPD basis.

Results
HOMO energy in eV: -9.43
Net charge: 0
Electronic energy in eV: -9832.333
ΔE to the lowest compared entry with this formula, charge and spin in kJ/mol: 151.76
Gap between HOMO and LUMO in Eh: 0.369
LUMO level in Ha: 0.0224

Positions of all 19 atoms, in Å:
C  0.6753  -1.3291  1.3081
C  0.4312  -0.2272  0.5722
C  1.5343  0.4406  -0.2071
C  -0.8449  0.6397  0.8065
N  -0.5020  1.8931  1.4544
H  1.6497  -1.8080  1.3041
H  -0.1013  -1.8063  1.8975
H  1.1253  0.9383  -1.0916
H  2.2783  -0.2891  -0.5454
H  2.0559  1.1819  0.4041
H  -1.5868  0.0935  1.4017
H  -1.3274  0.8639  -0.1479
H  -1.1765  2.6034  1.1750
H  -0.5940  1.7805  2.4617
N  -1.5932  0.5278  -2.9744
C  -1.1125  -0.4167  -2.5022
N  -0.4969  -1.4826  -1.9618
H  -0.8773  -1.8992  -1.1060
H  0.4626  -1.7044  -2.2490

---

[6]
One molecule with the formula C5H11N3, computed with the ωB97M-V functional and the def2-TZVPD basis.

Results
HOMO energy (spin up / spin down) in eV: -7.34 / -7.30
Net charge: 0
Electronic energy in eV: -9828.891
ΔE to the lowest compared entry with this formula, charge and spin in kJ/mol: 483.94
Gap between HOMO and LUMO (spin up / spin down) in Eh: 0.286 / 0.275
LUMO level (spin up / spin down) in Ha: 0.0161 / 0.0071

Positions of all 19 atoms, in Å:
C  1.3641  -1.3585  0.6853
C  -1.1180  -1.0492  1.1721
C  -0.0450  -1.2394  0.2078
C  -0.3362  -0.9001  -1.1540
H  -0.8175  -1.1816  2.2102
H  1.5187  -2.3264  1.1738
H  2.0870  -1.2756  -0.1256
H  1.6170  -0.5787  1.4148
H  -2.0063  -1.6477  0.9580
H  -1.5719  0.0401  0.9377
H  0.4523  -1.0792  -1.8770
H  -1.3178  -1.1829  -1.5239
C  0.8871  2.5085  -0.6098
N  -0.4701  0.7268  -1.0728
N  0.7851  1.2546  -0.8312
N  -1.5742  1.1837  -0.5557
H  -1.3894  1.9990  0.0453
H  0.0464  3.1943  -0.5122
H  1.8887  2.9122  -0.5427

---

[7]
C5H11N3 as an isolated structure, computed with the ωB97M-V functional and the def2-TZVPD basis.

Results
HOMO energy in eV: -7.38
Net charge: 0
Electronic energy in eV: -9829.443
ΔE to the lowest compared entry with this formula, charge and spin in kJ/mol: 430.60
Gap between HOMO and LUMO in Eh: 0.281
LUMO level in Ha: 0.0101

Positions of all 19 atoms, in Å:
C  1.0604  1.5928  0.3308
C  -2.3616  0.4478  -0.5877
C  -1.1980  -1.5687  0.4167
C  0.7739  0.2146  -0.2077
C  -1.0553  -0.3226  -0.4325
N  2.8605  -0.5428  0.3340
N  -0.1018  0.0220  -1.2985
N  1.6406  -0.7878  -0.1473
H  3.3381  0.2804  -0.0308
H  3.4658  -1.3538  0.2411
H  0.1904  2.2400  0.2276
H  1.8914  2.0460  -0.2192
H  1.3450  1.5334  1.3859
H  -3.0910  -0.2354  -1.0320
H  -2.7505  0.7826  0.3769
H  -1.2420  -1.2944  1.4746
H  -0.3858  -2.2736  0.2441
H  -2.1255  -2.0922  0.1687
H  -2.2546  1.3116  -1.2447

---

[8]
A 2-piece molecular cluster, C5H11N3 overall, computed with the ωB97M-V functional and the def2-TZVPD basis.

Results
HOMO energy in eV: -9.01
Net charge: 0
Electronic energy in eV: -9831.532
ΔE to the lowest compared entry with this formula, charge and spin in kJ/mol: 229.04
Gap between HOMO and LUMO in Eh: 0.363
LUMO level in Ha: 0.0316

Positions of all 19 atoms, in Å:
C  -1.8869  0.5755  0.2197
N  -0.6815  0.3011  -0.5520
C  0.5546  0.3462  0.1966
C  0.5852  -0.5528  1.4122
C  1.7804  0.4798  -0.6249
N  1.2362  1.6240  0.2119
H  -2.7112  0.7204  -0.4781
H  -1.7772  1.4686  0.8497
H  -2.1164  -0.2948  0.8365
H  -0.6086  0.9829  -1.3027
H  -0.0951  -0.1810  2.1722
H  0.2874  -1.5608  1.1371
H  1.5883  -0.5850  1.8309
H  1.7230  0.7101  -1.6807
H  2.6935  -0.0045  -0.2980
H  1.7695  1.7986  1.0565
C  -0.7807  -1.8751  -1.6606
N  -1.8083  -2.3745  -1.5428
H  0.2477  -1.5787  -1.7833

---

[9]
One molecule with the formula C5H11N3, computed with the ωB97M-V functional and the def2-TZVPD basis.

Results
HOMO energy in eV: -9.05
Net charge: 0
Electronic energy in eV: -9829.454
ΔE to the lowest compared entry with this formula, charge and spin in kJ/mol: 429.60
Gap between HOMO and LUMO in Eh: 0.370
LUMO level in Ha: 0.0374

Positions of all 19 atoms, in Å:
C  -1.5313  -1.7942  0.1338
N  -1.4771  -0.4424  0.6483
N  0.0973  -0.1869  1.1988
C  -0.6234  0.4911  0.0739
C  -1.0545  1.9289  0.1243
C  0.8645  0.1513  0.0196
C  1.4033  -0.9156  -0.9090
N  1.7950  1.2735  0.2331
H  -1.9790  -1.7786  -0.8675
H  -0.5945  -2.3541  0.0932
H  -2.2065  -2.3711  0.7727
H  -0.5257  2.5161  -0.6314
H  -0.8644  2.3832  1.1011
H  -2.1288  1.9850  -0.0685
H  0.6840  -1.1784  -1.6882
H  1.6491  -1.8234  -0.3529
H  2.3090  -0.5770  -1.4203
H  2.6995  0.8867  0.4948
H  1.4836  1.8059  1.0440

---

[10]
C5H11N3 as an isolated structure, computed with the ωB97M-V functional and the def2-TZVPD basis.

Results
HOMO energy in eV: -9.18
Net charge: 0
Electronic energy in eV: -9826.941
ΔE to the lowest compared entry with this formula, charge and spin in kJ/mol: 672.00
Gap between HOMO and LUMO in Eh: 0.368
LUMO level in Ha: 0.0308

Positions of all 19 atoms, in Å:
C  -0.2578  -0.4855  -0.2356
C  0.9468  -0.7049  -0.9232
C  1.0671  1.2374  0.3829
C  -0.4023  0.9384  -0.0750
C  -1.7457  -0.5153  -0.4236
H  0.2760  -1.8667  1.8395
H  -0.5780  -0.4562  1.9568
H  1.1146  -0.6219  -2.1158
H  1.2996  -1.7182  -0.5399
H  2.1748  -0.1699  0.5937
H  1.4099  2.3391  0.1896
H  1.5785  1.0683  1.4203
H  -0.6309  1.1848  -1.0921
H  -2.3160  1.5119  -0.3624
H  -2.1720  -1.4543  -0.1855
H  -2.0074  -0.4763  -1.5066
N  0.1776  -0.9067  1.2510
N  1.9766  0.2447  -0.4096
N  -1.9112  0.8514  0.2355

---

[11]
One molecule with the formula C5H11N3, computed with the ωB97M-V functional and the def2-TZVPD basis.

Results
HOMO energy in eV: -8.68
Net charge: 0
Electronic energy in eV: -9830.176
ΔE to the lowest compared entry with this formula, charge and spin in kJ/mol: 359.92
Gap between HOMO and LUMO in Eh: 0.357
LUMO level in Ha: 0.0375

Positions of all 19 atoms, in Å:
H  -0.4112  2.3727  0.0010
N  0.2650  1.7233  -0.3885
C  0.2237  0.5597  0.0431
C  1.3793  -0.6036  -0.7428
C  1.6086  -0.1463  -2.1557
N  -0.5258  -0.2104  0.8045
C  -0.0113  -1.1281  1.8068
N  -1.8759  0.5700  1.4410
C  -2.7738  0.9727  0.6628
H  2.2447  -0.4893  -0.0924
H  1.0179  -1.6284  -0.6904
H  1.9459  0.8875  -2.1792
H  2.3763  -0.7584  -2.6384
H  0.6920  -0.2265  -2.7384
H  0.0283  -2.1385  1.3972
H  -0.7176  -1.1230  2.6347
H  0.9743  -0.8396  2.1744
H  -2.7043  0.9477  -0.4312
H  -3.7361  1.2586  1.0913

---

[12]
One molecule with the formula C5H11N3, computed with the ωB97M-V functional and the def2-TZVPD basis.

Results
HOMO energy in eV: -8.81
Net charge: 0
Electronic energy in eV: -9831.390
ΔE to the lowest compared entry with this formula, charge and spin in kJ/mol: 242.80
Gap between HOMO and LUMO in Eh: 0.355
LUMO level in Ha: 0.0311

Positions of all 19 atoms, in Å:
H  -1.1814  -1.5690  -0.4820
N  -1.8754  -0.8895  -0.1814
C  -1.3988  0.2509  0.0902
C  -2.3231  1.3582  0.5219
N  -0.0698  0.6463  0.0124
C  1.1432  -0.2153  -0.0757
C  1.2740  -1.2897  0.9836
C  1.1744  -0.5198  -1.5127
N  2.3346  0.3595  -0.5656
H  -2.2226  2.2192  -0.1368
H  -2.0874  1.6778  1.5369
H  -3.3450  0.9951  0.4914
H  0.1416  1.6149  0.2132
H  0.4152  -1.9600  1.0025
H  1.3833  -0.8110  1.9557
H  2.1674  -1.8749  0.7828
H  1.3469  -1.5367  -1.8493
H  0.8155  0.1675  -2.2662
H  2.3074  1.3766  -0.5209

---

- Which value of electronic energy does entry 6 give?
  -9828.891 eV

---

- What is the formula in the tenth record?
  C5H11N3